(1)
A single C14H9N3O2 molecule at a distorted geometry. Source: the Open Molecules 2025 dataset; level of theory: the ωB97M-V functional and the def2-TZVPD basis.

**HOMO energy**: -7.36 eV
**Max |F|**: 0.1059 Eh/bohr
**ΔE to the lowest compared entry with this formula, charge and spin**: 31.6 kcal per mole
**Kohn-Sham gap**: 6.333 eV

Last column: Löwdin charge in e.
Atoms and positions in Å:
C 1.924 0.380 -3.012  0.02
C 2.327 -0.732 -3.763  -0.06
H -1.275 -1.892 2.197  0.12
C -1.433 -0.842 2.540  -0.01
N 0.844 1.341 -1.172  -0.18
C 0.574 -1.026 -1.607  -0.07
H 2.393 1.341 -3.183  0.12
C -0.877 1.402 2.038  -0.19
C 1.637 -1.952 -3.627  -0.07
H -2.124 -1.256 4.408  0.09
N -0.254 1.955 0.977  0.17
C 0.831 -2.119 -2.500  0.03
O -0.667 -2.286 -0.157  -0.03
H -2.604 1.051 5.012  0.09
C -0.316 -0.071 0.371  -0.03
C -1.639 1.886 3.149  0.00
C 1.081 0.262 -1.919  -0.12
C -1.929 -0.422 3.760  -0.08
N -0.124 -1.185 -0.429  -0.12
H -0.093 2.934 0.891  0.16
C -0.892 0.097 1.666  -0.12
H 1.950 -2.599 -4.400  0.09
C 0.147 1.107 -0.022  -0.11
C -2.170 0.960 4.057  -0.06
O 1.104 2.482 -1.477  -0.01
H 2.995 -0.740 -4.632  0.11
H 0.348 -3.085 -2.408  0.11
H -1.757 3.009 3.243  0.12

***

(2)
4 unconnected molecules or ions with the total composition C26H58BrClO9Si. Source: the Open Molecules 2025 dataset; level of theory: the ωB97M-V functional and the def2-TZVPD basis.

**HOMO energy**: -9.21 eV
**SMILES**: C=C[Si@@H](C[C@H](C)Br)[C@H](Cl)CC.COCCOCCOC.COCCOCCOC.COCCOCCOC
**Max |F|**: 0.0057 Eh/bohr
**Kohn-Sham gap**: 9.815 eV

Last column: Löwdin charge in e.
Atoms and positions in Å:
C 1.738 -1.062 1.380  -0.18
H -3.828 6.694 -3.413  0.13
H 0.099 -2.265 1.989  0.11
C -9.144 -3.946 1.061  -0.12
C -4.610 -2.114 2.844  -0.25
C -3.134 3.672 -1.841  -0.18
H -9.719 -3.545 0.228  0.07
C -2.263 5.237 -3.458  -0.19
C 8.775 -2.558 1.758  -0.11
H -9.685 -3.717 1.982  0.07
H -2.754 1.617 -1.416  0.13
H 8.190 -2.295 2.646  0.09
C -6.669 -4.143 1.841  -0.76
H -6.891 -4.093 2.910  0.07
H -4.195 -0.072 3.254  0.06
H 8.319 2.712 -0.209  0.13
O 8.320 -1.866 0.620  -0.19
H -3.541 -4.990 2.746  0.09
H -6.477 4.756 -4.585  0.09
H 6.988 -0.761 -1.342  0.12
C -3.459 5.911 -4.088  -0.21
H 4.406 2.285 2.052  0.09
H 0.108 1.922 -2.923  0.09
O 8.410 1.131 -1.536  -0.19
O -2.456 4.889 -2.098  -0.12
H -3.134 6.394 -5.021  0.13
H 0.975 2.977 0.607  0.13
Si -4.933 -3.422 1.560  0.62
H -3.928 -5.647 1.182  0.04
H 8.069 0.486 0.976  0.12
C -0.739 1.374 -3.352  -0.10
H 6.388 -2.190 1.282  0.13
H -5.836 6.259 -5.281  0.09
C -2.208 -4.315 1.216  -0.80
H 8.961 1.019 -3.474  0.09
C 6.952 -2.092 0.346  -0.21
H -1.961 4.372 -4.052  0.12
C -7.739 -3.348 1.087  -0.35
C 0.460 0.913 0.802  -0.18
Cl -6.702 -5.900 1.436  0.58
H -4.401 -0.525 1.476  0.04
H -1.662 -3.901 2.062  0.06
C -2.149 -3.358 0.042  -0.18
H -9.111 -5.029 0.953  0.04
H -1.133 -3.233 -0.326  0.06
H 3.688 3.524 0.996  0.09
C -0.748 -1.226 4.016  -0.11
H -6.010 6.102 -3.519  0.09
C 0.940 -1.749 2.462  -0.20
C -3.598 -4.735 1.681  -0.35
C -2.240 2.456 -1.908  -0.22
H -3.490 3.754 -0.811  0.13
C 7.230 1.055 0.568  -0.18
H -3.995 3.545 -2.501  0.12
H 8.726 -3.645 1.621  0.09
H 6.829 -3.025 -0.223  0.13
H 1.571 -2.507 2.948  0.13
H 1.961 1.870 -0.375  0.13
H 6.810 2.358 -1.077  0.13
H 5.380 -1.287 -0.805  0.13
C -5.760 5.561 -4.438  -0.11
H 7.430 1.884 -3.202  0.09
O -4.483 4.975 -4.356  -0.19
O 2.459 1.963 1.631  -0.19
H -4.571 -2.378 3.901  0.06
H -2.776 -3.714 -0.778  0.08
Br -1.140 -5.914 0.784  0.65
H -0.556 1.207 -4.411  0.09
H 2.238 -1.843 0.802  0.13
H -0.641 -2.170 4.566  0.09
C -4.390 -0.843 2.514  -0.07
C 1.487 2.003 0.607  -0.21
H -1.447 5.964 -3.455  0.13
H -4.951 -2.719 0.256  0.03
H -1.042 -0.445 4.715  0.09
C 6.366 -0.961 -0.467  -0.18
H -0.364 1.116 0.114  0.11
C 3.717 2.451 1.225  -0.11
H 8.978 2.669 -2.817  0.09
H -7.393 -3.142 0.071  0.09
C 7.687 1.901 -0.598  -0.21
H 9.813 -2.272 1.916  0.09
O 6.124 0.219 0.280  -0.14
H 4.089 1.906 0.352  0.08
H -1.316 2.660 -1.352  0.11
H -1.536 -1.344 3.263  0.07
H 0.072 0.935 1.824  0.13
H 2.496 -0.407 1.816  0.13
O -1.933 2.114 -3.244  -0.19
H -0.812 0.403 -2.847  0.09
H -7.781 -2.378 1.595  0.11
H -2.514 -2.374 0.352  0.06
H 6.869 1.743 1.337  0.12
C 8.442 1.713 -2.817  -0.11
O 0.922 -0.378 0.443  -0.13
O 0.464 -0.824 3.421  -0.18

***

(3)
A single C2HClN2 molecule at a distorted geometry. Source: the Open Molecules 2025 dataset; level of theory: the ωB97M-V functional and the def2-TZVPD basis.

**HOMO energy (alpha / beta)**: -9.43 / -9.55 eV
**Max |F|**: 0.1184 Eh/bohr
**ΔE to the lowest compared entry with this formula, charge and spin**: 172.7 kcal per mole
**Kohn-Sham gap (alpha / beta)**: 7.396 / 7.827 eV

Last column: Löwdin charge in e.
Atoms and positions in Å:
N 0.323 0.210 -0.181  -0.04
C 1.138 1.454 0.217  -0.45
H 0.712 -0.933 -0.403  0.16
Cl 0.975 2.499 2.581  0.72
C 0.919 2.703 0.999  -0.54
N 0.868 1.440 -1.124  0.15

***

(4)
A molecular structure, C27H35N9O6P2Se2Ta. Source: the Open Molecules 2025 dataset; level of theory: the ωB97M-V functional and the def2-TZVPD basis.

**HOMO energy**: -15.86 eV
**Max |F|**: 0.0121 Eh/bohr
**Charge**: +3
**ΔE to the lowest compared entry with this formula, charge and spin**: 8.0 kcal per mole
**Kohn-Sham gap**: 6.723 eV

Last column: Löwdin charge in e.
Atoms and positions in Å:
H 0.927 -0.571 -5.921  0.14
H 2.015 -4.029 -0.332  0.10
N -3.630 1.263 -5.355  -0.20
C -4.096 1.131 -1.081  0.01
C 2.389 -4.787 -2.312  -0.05
C -0.570 -0.137 -2.919  -0.14
H 4.383 1.357 3.215  0.11
O 0.681 -0.712 2.148  -0.44
C -3.794 -2.585 2.553  0.03
H -2.702 1.041 4.533  0.11
H 0.188 -4.684 -4.889  0.12
H -4.862 1.545 -3.054  0.14
H 0.901 4.880 1.125  0.11
C -2.705 0.828 -4.538  -0.34
H 3.365 -5.183 -2.061  0.12
C -4.033 1.190 -2.454  0.06
H 2.239 -1.487 -1.962  0.09
C -1.800 0.322 -2.313  -0.13
N -1.861 0.272 -0.966  -0.03
H -0.621 5.252 3.270  0.10
C -1.490 0.378 -5.136  -0.34
C 4.060 1.338 2.173  -0.04
H -1.166 -3.527 -3.172  0.11
H 2.459 -5.487 -4.338  0.12
H -3.826 -2.353 3.618  0.11
H -3.627 -3.655 2.426  0.12
H -1.491 -0.095 3.912  0.09
C 1.508 -1.064 -2.624  -0.13
P 2.678 -0.038 0.165  0.37
N -0.730 1.414 1.146  -0.01
C -2.071 0.801 3.678  -0.03
Ta -0.052 -0.549 0.270  1.67
H -1.498 3.249 5.059  0.11
N -0.481 3.577 1.968  -0.13
N 4.246 -1.150 2.109  0.21
H -4.742 -2.312 2.091  0.11
H 1.063 3.201 0.592  0.06
H -0.431 1.871 5.330  0.10
N -1.426 0.448 -6.443  -0.20
Se -2.972 1.111 -6.990  1.26
N 0.385 -0.588 -2.073  -0.02
P 1.880 -0.305 3.032  0.42
H -0.248 4.227 -0.041  0.11
H 1.833 1.210 4.552  0.13
H 3.999 -1.489 3.067  0.14
C -2.861 0.786 -3.087  -0.05
H -0.704 1.975 0.300  0.05
C 1.876 -4.962 -3.593  -0.05
H 3.402 2.191 2.016  0.09
H -2.717 0.613 2.828  0.06
Se -0.755 -2.876 -0.364  0.92
C -0.811 2.279 2.172  -0.40
C 1.752 -1.068 -3.993  0.01
N -1.828 -1.293 1.438  -0.06
N -1.219 1.941 3.405  -0.14
O 3.969 0.149 -0.687  -0.04
H 4.086 -1.933 1.471  0.17
C 0.792 -0.588 -4.846  0.06
H 0.129 3.245 4.357  0.09
C 1.638 -4.140 -1.339  -0.13
O 2.427 -1.275 3.993  -0.22
C -0.729 2.627 4.602  -0.04
C -2.700 -1.854 1.920  -0.18
H 3.909 0.361 -1.633  0.13
C 0.379 -3.658 -1.677  -0.62
H -3.007 0.654 0.696  0.08
H -2.106 4.292 3.110  0.10
C -2.992 0.679 -0.377  -0.12
H 5.231 -0.884 2.056  0.18
H 4.933 1.454 1.529  0.10
H -1.586 5.339 1.791  0.10
H -4.982 1.436 -0.542  0.13
C 0.352 3.983 0.843  -0.03
O 1.547 0.953 -0.069  -0.34
C -1.238 4.675 2.583  -0.02
C 0.602 -4.509 -3.904  -0.06
C 3.321 0.040 1.858  -0.46
C -0.159 -3.856 -2.943  -0.13
O 1.512 1.102 3.641  -0.09
C -0.403 -0.124 -4.301  -0.05
H 2.686 -1.474 -4.357  0.13
O 1.979 -1.393 0.046  -0.43

***

(5)
A molecular structure, C10H17Cl2HfN at a distorted geometry. Source: the Open Molecules 2025 dataset; level of theory: the ωB97M-V functional and the def2-TZVPD basis.

**HOMO energy**: -7.22 eV
**Max |F|**: 0.0877 Eh/bohr
**ΔE to the lowest compared entry with this formula, charge and spin**: 0.0 kcal per mole
**Kohn-Sham gap**: 7.242 eV

Last column: Löwdin charge in e.
Atoms and positions in Å:
H 1.166 1.271 -2.614  0.14
H -0.037 1.776 -0.655  0.09
H 1.413 -0.932 -3.635  0.12
H 3.080 0.803 -1.432  0.03
H 1.243 -0.203 5.029  0.14
Cl 2.643 1.447 1.364  -0.03
C -0.665 -0.348 -3.806  -0.21
C 2.360 -0.013 -1.296  -0.36
H -0.894 -1.122 -4.542  0.11
H 0.354 -1.685 -2.428  0.10
H -2.378 -1.033 -2.699  0.11
H -0.427 0.554 -4.382  0.11
Cl 1.009 -2.334 0.392  0.03
N -0.038 0.127 2.234  0.04
H 0.305 1.301 5.114  0.13
C -1.891 -0.080 -2.942  -0.20
H -2.631 0.476 -3.531  0.10
H -0.651 -0.329 6.725  0.08
C -1.630 0.679 -1.617  -0.20
C 0.034 0.179 3.398  -0.13
H 2.728 -0.959 -1.716  0.04
C 0.545 -0.758 -2.984  -0.19
H -2.033 1.699 -1.722  0.10
C -0.197 0.792 -1.137  -0.39
H -2.257 0.224 -0.835  0.09
H -0.800 -1.560 5.462  0.08
Hf 1.135 -0.027 0.356  0.73
H -1.820 -0.096 5.414  0.08
C -0.825 -0.482 5.655  -0.08
C 0.906 0.392 -1.991  -0.46
C 0.253 0.240 4.822  -0.20

***

(6)
A molecular structure, C26H29As2O8S4SiZr. Source: the Open Molecules 2025 dataset; level of theory: the ωB97M-V functional and the def2-TZVPD basis.

**HOMO energy**: -10.71 eV
**Max |F|**: 0.0151 Eh/bohr
**Charge**: +1
**ΔE to the lowest compared entry with this formula, charge and spin**: 1.7 kcal per mole
**Kohn-Sham gap**: 7.108 eV

Last column: Löwdin charge in e.
Atoms and positions in Å:
C -0.233 -1.555 -2.263  -0.15
H 3.822 7.142 2.162  0.10
H -3.276 -0.224 3.050  0.11
H 0.791 4.552 3.749  0.03
O 3.824 0.305 1.863  -0.06
C -1.198 -2.043 -1.352  -0.44
H -3.218 -5.828 -1.256  0.09
H -2.124 2.970 1.315  0.04
C -1.222 -5.311 -1.887  -0.31
H 5.693 -0.306 1.439  0.10
S -1.129 -3.949 1.544  0.29
Zr 0.258 -1.669 0.893  1.38
H 0.742 -5.089 -2.753  0.06
S 1.854 -4.897 0.785  0.15
C -2.510 -7.167 -2.762  -0.07
S 0.829 -3.901 2.261  0.15
C -0.177 -5.659 -2.747  -0.11
C -2.106 2.317 0.445  -0.23
C 2.514 0.136 1.748  -0.50
C -0.302 -6.737 -3.607  -0.07
H 0.194 6.326 -0.141  0.09
C 4.686 -0.650 1.229  -0.02
H -3.159 -1.645 -0.553  0.09
H 4.536 -1.643 1.647  0.10
As 2.251 2.845 2.584  1.32
O 2.397 5.268 -0.695  0.14
C -0.670 5.682 -0.283  -0.02
H -1.530 6.289 -0.551  0.10
H -2.431 -1.794 3.180  0.08
C 1.629 1.056 2.211  -0.39
O 2.782 5.539 1.501  -0.09
H 4.342 6.541 0.559  0.10
H -3.418 -7.756 -2.763  0.11
O -0.081 -1.315 3.009  -0.20
C -0.412 -0.362 -2.941  -0.06
C -2.800 -1.033 2.498  -0.03
H -0.883 5.125 0.628  0.09
O -1.712 -0.476 1.726  -0.27
H -3.499 -1.468 1.790  0.09
H 0.350 -0.004 -3.619  0.13
C 0.669 3.141 0.050  -0.28
C 0.273 3.697 -1.304  -0.56
C 3.493 6.754 1.204  -0.01
H -2.849 1.532 0.550  0.02
C -1.579 0.369 -2.759  -0.07
O 0.444 3.010 -2.277  0.10
Si -1.279 -3.854 -0.745  0.30
H 0.656 -2.129 -2.489  0.06
H -1.558 -8.339 -4.282  0.11
As -0.352 1.488 0.228  1.37
C -0.519 -0.223 2.454  -0.60
H 0.762 3.012 4.624  0.03
H -0.229 3.218 3.159  0.01
H -3.487 0.455 -1.778  0.12
C -2.370 -1.277 -1.199  -0.13
H 0.512 -6.989 -4.273  0.11
H -2.315 2.896 -0.455  0.04
H 2.835 7.464 0.706  0.10
C 0.717 3.471 3.637  -0.29
C 1.606 3.625 0.861  -0.27
H -2.726 -3.860 -0.349  0.00
H -1.714 1.300 -3.294  0.12
C -2.564 -0.098 -1.898  -0.08
O -0.457 4.811 -1.400  -0.01
S 1.338 -3.572 -0.699  0.17
H 4.515 -0.671 0.154  0.10
C 2.297 4.884 0.442  -0.55
C 0.223 0.792 1.924  -0.39
C -2.392 -6.080 -1.909  -0.11
O 2.111 -0.946 1.085  -0.26
C -1.466 -7.494 -3.613  -0.06

***

(7)
A molecular structure, C2H3N3O2 at a distorted geometry. Source: the Open Molecules 2025 dataset; level of theory: the ωB97M-V functional and the def2-TZVPD basis.

**HOMO energy (alpha / beta)**: -10.37 / -10.37 eV
**Max |F|**: 0.0243 Eh/bohr
**ΔE to the lowest compared entry with this formula, charge and spin**: 119.1 kcal per mole
**Kohn-Sham gap (alpha / beta)**: 8.555 / 8.556 eV

Last column: Löwdin charge in e.
Atoms and positions in Å:
N -0.392 1.029 0.416  0.12
O 0.586 -0.107 -1.399  -0.17
H -2.111 0.860 -0.818  0.12
H 0.905 -0.896 -1.866  0.02
N -1.297 -1.054 -0.022  0.06
O 1.549 0.070 1.351  0.17
C 0.456 -0.005 0.647  -0.46
C -1.301 0.403 -0.273  -0.11
H 1.850 0.993 1.371  0.15
N -0.244 -1.293 0.595  0.10

***

(8)
A molecular structure, C4H6N2O. Source: the Open Molecules 2025 dataset; level of theory: the ωB97M-V functional and the def2-TZVPD basis.

**HOMO energy**: -8.85 eV
**Max |F|**: 0.0108 Eh/bohr
**ΔE to the lowest compared entry with this formula, charge and spin**: 127.6 kcal per mole
**Kohn-Sham gap**: 9.362 eV

Last column: Löwdin charge in e.
Atoms and positions in Å:
C 0.841 -0.254 -1.151  -0.19
H -0.724 -1.731 -0.751  0.11
N -1.147 2.334 0.129  0.19
C -0.584 1.229 -0.097  -0.43
N -0.852 -0.174 2.052  0.15
C 0.133 -1.255 -0.268  -0.08
H -1.599 2.303 1.044  0.07
C -0.587 0.093 0.890  -0.31
H -0.237 -1.071 1.145  0.13
O 0.064 0.955 -1.232  0.00
H 0.828 -2.014 0.114  0.11
H 1.833 -0.008 -0.754  0.13
H 0.952 -0.597 -2.182  0.13

***

(9)
3 unconnected molecules or ions with the total composition C4H12N2O2S at a distorted geometry. Source: the Open Molecules 2025 dataset; level of theory: the ωB97M-V functional and the def2-TZVPD basis.

**HOMO energy (alpha / beta)**: -7.86 / -7.86 eV
**Max |F|**: 0.0603 Eh/bohr
**ΔE to the lowest compared entry with this formula, charge and spin**: 147.1 kcal per mole
**Kohn-Sham gap (alpha / beta)**: 8.043 / 8.039 eV

Last column: Löwdin charge in e.
Atoms and positions in Å:
H 3.303 3.561 -0.724  0.00
H -3.125 0.835 1.494  0.11
O 1.784 -2.151 -1.881  -0.36
H 3.504 4.725 0.312  -0.01
H -2.990 -0.938 2.100  0.07
H 3.403 3.143 0.940  0.01
H 0.790 0.449 -1.613  0.00
H -2.274 -2.815 -0.228  0.14
C 1.074 -0.052 -0.726  -0.23
H -2.411 0.071 -0.904  0.11
H -4.244 -0.579 0.846  0.08
C -3.188 -0.323 1.197  -0.07
C -0.897 -1.190 0.209  -0.10
C -2.201 -0.526 -0.047  -0.27
H 1.191 0.664 0.088  0.02
H -0.288 -1.324 1.133  0.11
N 3.109 3.811 0.237  0.01
S 2.352 -1.283 -0.603  0.78
N -1.831 -1.916 -0.444  0.04
O 2.112 -1.882 0.683  -0.50
H 0.826 -2.281 -2.070  0.07